[1]
The following is a DFT calculation (wB97M-V/def2-TZVPD) of the molecule C5H6N2O2 in a non-equilibrium geometry.

```
15
Properties=species:S:1:pos:R:3:forces:R:3:mulliken_charge:R:1
O -1.247490 1.591830 -0.190200 0.08 0.21 0.67 -0.5087
N -0.884370 1.382811 0.952183 -1.22 0.82 -0.40 0.9162
O -1.466474 1.762289 1.943888 0.21 -0.01 0.39 -0.6204
C 0.303222 0.472001 1.099985 -1.84 -3.46 0.32 0.0365
C 1.204920 0.726845 -0.034302 0.65 -1.23 -1.68 -0.7277
C 0.982514 0.204365 -1.295595 -2.17 -1.64 4.15 -0.3803
C 0.048969 -0.858964 -1.555837 -2.20 0.72 3.54 -0.5068
C -0.718535 -1.308893 -0.429323 3.18 1.02 -3.33 -0.3466
N -0.573254 -0.913562 0.845956 1.87 2.22 0.98 -0.3618
H 0.562003 0.380727 2.214635 0.09 0.71 -1.99 0.4417
H 2.150145 1.207866 0.073810 0.29 0.61 0.58 0.3618
H 1.603293 0.368908 -2.062390 2.60 1.16 -2.50 0.5473
H -0.117210 -1.205747 -2.553361 -0.26 -0.29 -0.17 0.3987
H -1.323592 -2.137626 -0.550232 -1.19 -1.72 -0.21 0.4935
H -0.524144 -1.672850 1.540784 -0.08 0.89 -0.36 0.2567
```
Positions in Å, forces in eV/Å.

The LUMO energy comes out at 0.1 eV. The calculation puts the highest occupied orbital energy at -8.051 eV. As for the structure (SMILES): O=[N+]([O-])[C@@H]1C=CC=CN1.



[2]
The following is a DFT calculation (wB97M-V/def2-TZVPD) of a structure of composition C31H32Cl2F2MnN6O2PTi in a non-equilibrium geometry.

```
78
Properties=species:S:1:pos:R:3:forces:R:3:mulliken_spin:R:1
Mn 2.087592 1.361387 1.830854 0.15 0.49 -1.14 4.9364
Ti -3.231478 -1.797083 -0.811016 0.12 -0.77 -0.20 2.8857
O 0.392482 1.049447 0.821004 -3.02 -0.20 -1.41 -0.0544
P -1.010458 1.020487 0.174904 -0.97 -0.17 -0.79 0.0756
O -1.679738 -0.265123 -0.244346 1.39 1.88 1.11 -0.0560
F -1.007998 1.943377 -1.172216 0.35 -0.94 2.34 0.0051
F -2.037868 1.851997 1.123094 1.81 -0.98 -1.39 0.0034
N 3.178232 -0.219813 0.846624 0.90 -2.76 -1.23 -0.0018
C 2.528902 -1.348483 0.343564 0.92 0.81 0.20 0.0235
C 3.184842 -2.429293 -0.301396 -1.32 1.39 1.29 -0.0057
C 4.537562 -2.385403 -0.397476 2.06 0.76 -0.44 0.0069
C 5.274302 -1.255823 0.028424 -2.01 0.37 0.60 0.0002
C 4.540182 -0.219803 0.637004 -0.22 -0.74 0.28 0.0154
H 1.457422 -1.333143 0.478064 -0.12 -0.13 -0.04 -0.0016
H 2.666622 -3.315963 -0.635576 -0.39 0.20 0.01 0.0003
H 5.046172 -3.211373 -0.872336 0.19 -0.08 0.07 0.0001
H 6.347472 -1.149393 -0.029746 -0.03 -0.21 -0.14 0.0002
H 5.093242 0.596797 1.077104 -0.09 0.31 -0.13 0.0043
N -1.485548 -3.466513 -1.094206 1.13 -1.18 2.42 -0.0357
C -0.999578 -3.612013 0.227624 0.60 -0.70 -1.78 0.0483
C -0.072628 -4.607143 0.622874 -1.33 1.64 -1.39 -0.0170
C 0.287692 -5.555263 -0.332266 -0.73 -0.76 0.01 0.0313
C -0.287768 -5.569163 -1.611236 -0.02 2.06 0.89 -0.0131
C -1.081168 -4.428743 -1.957066 -0.09 -0.60 0.72 0.0576
H -1.368348 -2.891563 0.942724 0.00 0.12 -0.04 -0.0312
H 0.336182 -4.603493 1.622504 -0.11 -0.12 0.05 -0.0006
H 0.878142 -6.375833 0.047804 0.31 -0.18 -0.43 0.0027
H -0.079598 -6.360783 -2.315796 -0.05 0.12 -0.09 0.0000
H -1.490348 -4.324773 -2.951126 0.06 -0.06 -0.16 0.0066
N -2.835608 -1.556273 -3.544586 -0.31 -0.54 -0.73 -0.0028
C -2.093818 -0.455743 -3.689276 0.53 -0.58 -0.61 0.0404
C -1.224348 -0.229013 -4.766486 -0.56 0.03 0.84 0.0039
C -1.177278 -1.158993 -5.777056 0.36 -0.88 0.04 0.0039
C -1.923288 -2.335063 -5.653486 -0.57 0.70 0.51 -0.0032
C -2.801928 -2.472193 -4.574136 1.10 1.06 0.34 0.0075
H -2.119508 0.303347 -2.921476 -0.21 -0.15 0.34 -0.0325
H -0.595288 0.641937 -4.656346 0.02 0.14 -0.62 0.0011
H -0.525808 -1.101683 -6.636536 0.16 0.39 0.03 0.0007
H -1.801008 -3.098683 -6.407366 -0.36 -0.09 -0.01 0.0003
H -3.449388 -3.336433 -4.557496 -0.11 -0.02 0.52 -0.0052
N 2.882272 2.729317 0.203364 0.35 0.45 -2.40 -0.0273
C 2.487832 2.408487 -1.099216 0.92 1.75 0.81 0.0246
C 2.828922 3.207927 -2.239626 -0.20 -1.01 2.04 0.0056
C 3.604032 4.332047 -2.016706 0.30 -0.47 0.14 0.0006
C 4.088702 4.596657 -0.731296 -0.23 0.50 -0.65 -0.0027
C 3.711672 3.821547 0.331254 -0.89 -1.49 -0.10 0.0099
H 1.865912 1.530817 -1.195656 0.02 -0.04 0.00 0.0060
H 2.527482 2.908177 -3.232436 -0.16 0.01 0.06 0.0003
H 3.907822 4.934897 -2.859726 -0.01 0.20 0.05 -0.0003
H 4.732612 5.449687 -0.575986 0.07 -0.02 0.09 -0.0001
H 4.106872 4.018327 1.316894 -0.16 0.04 0.17 0.0009
N 1.260812 2.995677 2.856754 -1.55 2.67 1.84 -0.0226
C 0.572012 4.032007 2.210864 1.41 -0.69 1.41 0.0352
C 0.215722 5.227507 2.852874 -0.58 -1.24 -0.02 -0.0018
C 0.414612 5.398357 4.224574 0.65 -0.39 -0.04 0.0089
C 1.099332 4.384177 4.903114 -0.36 -0.26 -0.67 -0.0051
C 1.410932 3.233997 4.222124 0.74 -0.63 -1.82 0.0146
H 0.337892 3.931327 1.161364 0.16 -0.30 -0.08 0.0101
H -0.374648 5.895107 2.242824 0.12 0.37 0.18 0.0003
H 0.079262 6.270127 4.766754 -0.01 0.18 -0.19 0.0003
H 1.433042 4.345437 5.929534 -0.49 0.65 0.20 0.0000
H 1.893692 2.467557 4.810254 0.13 -0.35 -0.26 -0.0034
N -3.836708 -2.594573 1.549274 0.84 1.24 0.78 0.0294
C -3.326328 -1.707883 2.467674 -0.18 -2.39 0.74 0.0465
C -3.043668 -2.132813 3.786734 -0.37 0.35 -0.19 -0.0070
C -3.368038 -3.398603 4.235844 -0.14 -0.20 -1.98 0.0074
C -3.987848 -4.259393 3.283844 1.07 0.22 2.23 -0.0026
C -4.140528 -3.849813 1.993784 -0.41 1.36 -0.77 0.0079
H -3.048248 -0.691193 2.232264 -0.28 -0.02 -0.70 -0.0295
H -2.611908 -1.468453 4.520644 0.14 0.38 -0.24 -0.0003
H -3.033908 -3.690163 5.220604 -0.47 -0.28 0.09 0.0010
H -4.252568 -5.245803 3.635034 -0.18 -0.15 -0.41 0.0002
H -4.610188 -4.497323 1.268144 0.14 -0.08 -0.15 -0.0077
C -3.549118 4.487857 -0.983006 0.37 0.22 -0.22 -0.0035
Cl -1.905628 5.083517 -0.461946 -0.59 -0.63 0.05 0.0000
Cl -4.149038 5.653107 -2.168096 -0.30 -0.31 0.29 0.0001
H -3.485028 3.512397 -1.465146 0.45 0.23 0.02 0.0039
H -4.195278 4.381247 -0.111676 0.14 0.51 -0.10 -0.0002
```
Positions in Å, forces in eV/Å.

Its total charge is +2. The LUMO energy (spin up / spin down) comes out at -5.0 / -5.7 eV. The calculation puts the highest occupied orbital energy (spin up / spin down) at -9.077 / -13.640 eV. As for the multiplicity: 9.



[3]
The following is a DFT calculation (wB97M-V/def2-TZVPD) of a cluster of 3 separate species, C12H26N2O5PS3 in total in a non-equilibrium geometry.

```
49
Properties=species:S:1:pos:R:3:forces:R:3:mulliken_charge:R:1
N 1.861226 1.557148 3.936047 -0.03 -0.25 -0.38 -0.6416
C 1.073183 1.852898 2.710105 1.18 -0.42 0.60 -0.2650
C 2.018637 1.984341 1.505992 0.07 0.40 0.67 -0.8131
N 1.433132 1.509929 0.200615 -0.22 -0.70 0.49 1.0788
O 0.068280 1.875762 0.191750 0.11 0.61 -0.38 -0.4003
C 1.484922 0.023315 0.041166 0.41 -0.45 -0.08 0.1588
C 1.171191 -0.545343 -1.184506 -0.12 -0.04 -0.13 -0.1657
C 1.211303 -1.922245 -1.325433 0.03 -0.03 -0.01 -0.6536
C 1.531004 -2.752388 -0.264266 0.02 0.66 0.16 -0.7481
C 1.820451 -2.170591 0.963309 -0.12 -0.30 -0.50 -1.0590
C 1.813249 -0.792733 1.110413 0.10 -0.03 0.41 -0.2587
P 2.173944 2.348756 -1.267088 -0.95 1.11 -2.45 0.5395
O 2.817798 3.640356 -0.610238 0.30 -0.50 0.66 -0.4490
O 3.385199 1.443524 -1.745069 -0.18 -0.14 1.22 -0.4836
S 0.926285 2.766722 -2.636767 0.25 -0.41 0.30 -0.2707
H 1.526625 0.689504 4.332598 -0.10 0.04 0.24 0.2852
H 2.836372 1.378910 3.728496 0.10 0.22 0.09 0.2828
H 0.358774 1.056523 2.581537 -0.49 0.18 -0.25 0.2401
H 0.606089 2.815996 2.866252 -0.51 -0.02 -0.18 0.3643
H 2.943941 1.446368 1.674780 0.11 -0.29 -0.18 0.5607
H 2.297806 3.027671 1.439722 -0.12 0.10 -0.50 0.4571
H -0.455708 1.060345 0.355061 -0.11 0.18 0.43 0.4432
H 0.895955 0.040205 -2.047034 -0.03 0.21 -0.01 0.3430
H 0.991320 -2.340480 -2.289920 -0.11 -0.09 -0.17 0.4193
H 1.555796 -3.818156 -0.392945 -0.04 -0.25 0.00 0.4726
H 2.045289 -2.818999 1.791597 0.12 0.09 0.30 0.4333
H 2.057284 -0.401708 2.081661 0.02 0.15 0.14 0.3729
H 3.072418 4.216296 -1.346738 -0.01 0.34 0.08 0.3944
H 3.973633 1.253795 -0.993741 0.37 -0.20 -0.35 0.3825
C -4.010750 0.370435 3.130970 0.02 -0.11 0.06 -1.0294
S -3.072689 1.493477 2.100731 -0.19 0.05 -0.07 0.4334
O -1.739148 0.843672 1.867155 0.02 -0.19 -0.07 -0.6394
C -2.814921 2.755745 3.346016 0.11 0.02 0.08 -0.9776
H -4.235789 -0.516723 2.543202 0.01 0.03 -0.05 0.3378
H -3.421573 0.094943 4.005344 0.03 0.03 -0.02 0.3218
H -4.938902 0.854702 3.431706 -0.01 0.02 -0.03 0.4131
H -2.304863 2.324772 4.207790 -0.01 -0.04 -0.02 0.3236
H -3.779153 3.167745 3.640273 -0.02 0.00 -0.03 0.4422
H -2.202266 3.541423 2.908511 -0.02 -0.01 -0.05 0.2923
C -0.561942 -3.990742 -4.967659 0.04 -0.06 -0.04 -0.9834
S -1.311320 -2.803215 -3.845872 0.01 0.02 -0.20 0.6320
O -1.630937 -3.526482 -2.587319 0.04 0.00 0.04 -0.6169
C -2.835727 -2.621390 -4.775680 -0.12 0.02 0.00 -1.0043
H 0.402884 -4.282422 -4.557316 -0.01 0.02 0.03 0.3104
H -1.204368 -4.866610 -5.052697 -0.02 0.01 0.05 0.3459
H -0.417505 -3.526546 -5.943015 0.01 0.02 0.01 0.3614
H -3.317700 -3.593433 -4.874970 0.03 -0.02 0.04 0.3309
H -2.613089 -2.202453 -5.756676 0.03 0.01 0.01 0.3614
H -3.485639 -1.942623 -4.227850 0.03 0.01 0.03 0.3247
```
Positions in Å, forces in eV/Å.

Its total charge is +1. The LUMO energy comes out at -2.5 eV. The calculation puts the highest occupied orbital energy at -11.114 eV.



[4]
The following is a DFT calculation (wB97M-V/def2-TZVPD) of a cluster of 2 separate species, C5H12O in total in a non-equilibrium geometry.

```
18
Properties=species:S:1:pos:R:3:forces:R:3:mulliken_charge:R:1
C 2.117106 2.146114 -2.429177 -1.98 0.34 0.85 -0.8256
C 1.232095 1.603665 -1.591316 1.22 -0.60 1.41 -0.1571
C 1.506704 0.475886 -0.594754 -1.24 -0.22 -1.63 -0.4594
C 0.555351 -0.723247 -0.887013 -0.08 -0.27 -0.56 -0.4195
C 0.424520 -1.649507 0.340652 0.02 0.97 -0.67 -1.0641
H 3.155660 1.862074 -2.472804 0.02 0.02 -0.41 0.2966
H 1.617823 2.989447 -2.902335 1.18 0.13 -0.69 0.2345
H 0.276938 2.091677 -1.417801 -0.17 -0.14 -0.51 0.2780
H 1.164392 0.809063 0.388949 0.67 0.13 0.15 0.2577
H 2.551499 0.180998 -0.669700 0.07 0.01 0.52 0.3450
H -0.343934 -0.282171 -1.330094 -0.48 -0.18 0.75 0.3564
H 0.821879 -1.406785 -1.701965 0.86 0.54 -0.12 0.2469
H 0.216761 -2.669945 0.020430 0.16 -0.01 0.29 0.3549
H -0.350578 -1.321550 1.027974 0.03 0.02 0.21 0.2620
H 1.412282 -1.524424 0.797220 -0.28 -0.73 0.41 0.2938
O -4.621013 -1.281699 3.964881 0.33 0.47 -0.14 -0.6262
H -3.790911 -0.859159 4.193575 0.52 -0.42 0.66 0.3125
H -4.870714 -0.632682 3.307644 -0.85 -0.05 -0.53 0.3135
```
Positions in Å, forces in eV/Å.

The LUMO energy comes out at 0.7 eV. The calculation puts the highest occupied orbital energy at -9.663 eV. As for the structure (SMILES): C=CCCC.O.